No. 1
DFT (wB97M-V/def2-TZVPD) results for the molecule C5H5IN2O at a distorted geometry.

Strongest force on any atom (hartree/bohr): 0.07409
Frontier orbital gap (hartree): 0.3259
HOMO level (hartree): -0.310
Energy (Eh): -675.94970

```
! wB97M-V def2-TZVPD RIJCOSX def2/J DEFGRID3
* xyz 0 1
N -1.778 1.264 0.841
C -0.733 1.402 -0.004
O -0.326 2.451 -0.417
N 0.091 0.255 -0.124
C 0.697 -0.298 0.891
C 1.358 -1.445 0.569
C 1.270 -1.519 -0.892
C 0.370 -0.521 -1.217
I -0.556 -0.048 -3.095
H -2.117 0.313 1.081
H -2.518 1.982 0.878
H 0.546 0.440 1.679
H 2.008 -1.938 1.257
H 1.686 -2.339 -1.448
*
```


No. 2
DFT (wB97M-V/def2-TZVPD) results for a cluster of 2 separate species, C9H14 in total at a distorted geometry.

Strongest force on any atom (hartree/bohr): 0.08143
Frontier orbital gap (hartree): 0.3648
HOMO level (hartree): -0.328
Energy (Eh): -351.23460

```
! wB97M-V def2-TZVPD RIJCOSX def2/J DEFGRID3
* xyz 0 1
C 0.409 2.249 -0.110
C -0.844 1.384 -0.021
C -2.118 1.911 0.162
C -3.305 1.092 0.208
C -3.156 -0.294 0.041
C -1.792 -0.820 -0.281
C -0.701 0.023 -0.297
H 0.479 3.267 0.398
H 0.610 2.639 -1.068
H 1.180 1.561 0.397
H -2.344 2.898 0.300
H -4.210 1.532 0.536
H -3.897 -1.066 -0.222
H -1.877 -1.888 -0.600
H 0.290 -0.297 -0.511
C 2.849 -1.864 0.896
C 2.464 -1.673 -0.592
H 3.727 -1.467 1.436
H 2.051 -1.336 1.333
H 2.835 -3.082 0.937
H 2.981 -2.341 -1.278
H 3.049 -0.720 -0.807
H 1.319 -1.708 -0.857
*
```


No. 3
DFT (wB97M-V/def2-TZVPD) results for a structure of composition C28H25ClSiYb at a distorted geometry.

Strongest force on any atom (hartree/bohr): 0.16484
Frontier orbital gap (alpha / beta) (hartree): 0.1321 / 0.2037
HOMO level (alpha / beta) (hartree): -0.045 / -0.117
Energy (Eh): -2990.28711
⟨S²⟩: 0.767

```
! wB97M-V def2-TZVPD RIJCOSX def2/J DEFGRID3
* xyz -1 2
C 1.181 2.720 -1.100
C 1.011 1.806 -2.178
C 2.083 0.884 -2.172
H 0.160 1.726 -2.886
C 2.929 1.231 -1.105
C 2.379 2.364 -0.430
H 2.626 2.640 0.615
H 0.344 3.341 -0.709
H 2.188 -0.002 -2.840
H 3.817 0.662 -0.787
Yb 0.873 0.839 -0.028
Cl -1.521 0.753 1.274
C -1.377 -2.823 0.804
C -0.022 -3.278 0.658
C 0.289 -3.278 -0.720
H 0.645 -3.502 1.465
C -0.846 -2.830 -1.443
C -1.883 -2.551 -0.528
H -2.859 -2.108 -0.739
H -1.862 -2.526 1.744
H 1.266 -3.443 -1.139
H -0.886 -2.621 -2.498
C 3.254 -0.305 4.958
C 2.461 -1.169 4.170
C 1.294 -0.699 3.576
C 0.918 0.660 3.751
C 1.699 1.507 4.547
C 2.888 1.028 5.123
Si -0.806 1.149 3.358
C -2.007 0.135 4.313
C -3.265 -0.167 3.745
C -4.179 -0.967 4.416
C -3.852 -1.442 5.690
C -2.610 -1.135 6.267
C -1.687 -0.339 5.581
C -0.967 2.958 3.459
C -2.150 3.541 3.948
C -2.334 4.910 3.834
C -1.355 5.711 3.224
C -0.166 5.141 2.773
C 0.034 3.749 2.869
H 4.148 -0.697 5.448
H 2.754 -2.217 4.033
H 0.618 -1.389 3.040
H 1.369 2.530 4.760
H 3.502 1.703 5.718
H -3.554 0.216 2.762
H -5.134 -1.200 3.946
H -4.582 -2.047 6.238
H -2.371 -1.500 7.268
H -0.742 -0.088 6.037
H -2.916 2.904 4.388
H -3.240 5.366 4.199
H -1.515 6.779 3.090
H 0.638 5.752 2.329
H 0.963 3.298 2.488
*
```


No. 4
DFT (wB97M-V/def2-TZVPD) results for a structure of composition C13H27CsN3OSSe2Si2 at a distorted geometry.

Strongest force on any atom (hartree/bohr): 0.04421
Frontier orbital gap (alpha / beta) (hartree): 0.1891 / 0.2163
HOMO level (alpha / beta) (hartree): -0.127 / -0.146
Energy (Eh): -6551.24662

```
! wB97M-V def2-TZVPD RIJCOSX def2/J DEFGRID3
* xyz -1 1
Cs 0.064 -0.479 -0.134
C 0.904 3.179 4.269
Si 0.782 1.458 3.417
C -1.037 1.421 2.615
C 0.512 0.515 5.102
H 0.147 3.270 5.064
H 0.708 3.968 3.530
H 1.816 3.500 4.781
H -1.808 1.920 3.153
H -1.435 0.348 2.560
H -0.998 1.780 1.551
H -0.404 0.912 5.596
H 1.302 0.894 5.661
H 0.549 -0.569 5.089
Se 5.657 -0.092 -1.617
N 6.047 0.864 -0.117
C 4.886 1.189 0.457
C 4.672 1.977 1.659
C 3.394 2.323 1.984
C 2.296 2.048 1.156
N 2.384 1.254 0.077
C 3.649 0.845 -0.267
N 3.841 0.178 -1.404
H 5.514 2.270 2.281
H 3.196 2.971 2.813
H 1.412 2.685 1.302
C -4.011 -3.662 -1.863
Si -2.124 -3.733 -2.051
C -1.252 -4.075 -0.419
C -1.661 -5.324 -2.992
Se -1.319 -1.864 -2.900
H -4.514 -4.274 -1.072
H -4.450 -3.898 -2.860
H -4.251 -2.609 -1.771
H -1.342 -5.057 0.052
H -1.518 -3.401 0.387
H -0.176 -3.871 -0.595
H -1.701 -6.325 -2.547
H -0.644 -5.187 -3.357
H -2.370 -5.513 -3.830
C -0.481 1.534 -4.297
S -1.164 1.946 -2.678
C -2.967 1.726 -2.820
O -1.029 3.415 -2.572
H -0.698 0.506 -4.595
H 0.647 1.692 -4.215
H -1.000 2.165 -4.996
H -3.286 0.683 -3.023
H -3.313 2.390 -3.650
H -3.424 2.106 -1.916
*
```


No. 5
DFT (wB97M-V/def2-TZVPD) results for a structure of composition C29H37Br2KN3O6S2Si at a distorted geometry.

Strongest force on any atom (hartree/bohr): 0.02798
Frontier orbital gap (hartree): 0.2656
HOMO level (hartree): -0.187
Energy (Eh): -8577.11523

```
! wB97M-V def2-TZVPD RIJCOSX def2/J DEFGRID3
* xyz -1 1
K 0.650 1.090 0.080
Br -0.182 4.788 -4.658
C 0.700 3.340 -3.882
C 1.429 2.415 -4.523
C 1.917 1.520 -3.485
N 1.533 1.840 -2.298
C -0.487 3.122 -1.547
C 0.787 3.071 -2.434
C -1.125 3.942 0.827
C -1.816 4.911 1.548
C -2.255 4.575 2.812
Br -3.209 5.850 3.836
C -2.006 3.323 3.341
C -1.292 2.436 2.555
N -0.859 2.734 1.326
H 1.621 2.356 -5.584
H 2.541 0.647 -3.646
H 1.380 3.861 -1.920
H -1.981 5.899 1.143
H -2.347 3.043 4.327
H -1.070 1.433 2.912
C 1.337 -1.722 -2.491
C 0.525 -2.655 -1.607
C 1.175 -4.036 -1.571
C -0.902 -2.750 -2.137
O 0.511 -2.052 -0.309
Si 0.111 -2.725 1.169
S -0.229 -1.223 2.493
O -1.142 -3.747 0.809
C -1.694 -4.836 1.546
C -0.973 -6.115 1.134
C -1.565 -4.611 3.050
C -3.163 -4.904 1.154
O 1.306 -3.820 1.570
C 2.578 -3.621 2.182
C 3.419 -4.831 1.794
C 2.397 -3.564 3.694
C 3.239 -2.341 1.675
H 1.449 -2.138 -3.496
H 2.330 -1.564 -2.061
H 0.835 -0.758 -2.575
H 1.198 -4.463 -2.577
H 0.625 -4.711 -0.914
H 2.199 -3.963 -1.198
H -0.901 -3.168 -3.148
H -1.353 -1.756 -2.172
H -1.508 -3.381 -1.486
H 0.090 -6.029 1.363
H -1.087 -6.278 0.059
H -1.387 -6.979 1.663
H -0.514 -4.606 3.350
H -2.082 -5.407 3.593
H -1.993 -3.647 3.327
H -3.255 -5.026 0.072
H -3.666 -3.978 1.440
H -3.658 -5.745 1.646
H 2.923 -5.747 2.124
H 4.409 -4.781 2.255
H 3.536 -4.876 0.709
H 1.977 -4.508 4.053
H 1.712 -2.755 3.951
H 3.358 -3.398 4.190
H 3.266 -2.337 0.583
H 4.262 -2.272 2.053
H 2.674 -1.468 2.012
O 0.819 6.934 0.956
S 1.056 6.272 -0.312
O 2.242 6.679 -1.026
N 0.904 4.697 -0.290
C -0.472 4.298 -0.515
O -1.396 2.344 -1.650
C -1.196 5.447 -1.233
C -2.449 5.433 -1.824
C -2.889 6.585 -2.463
C -2.088 7.726 -2.505
C -0.840 7.738 -1.894
C -0.416 6.581 -1.264
H -3.061 4.538 -1.804
H -3.860 6.594 -2.943
H -2.443 8.611 -3.019
H -0.212 8.620 -1.911
*
```


No. 6
DFT (wB97M-V/def2-TZVPD) results for the molecule C3H3NO3 at a distorted geometry.

Strongest force on any atom (hartree/bohr): 0.03770
Frontier orbital gap (hartree): 0.3892
HOMO level (hartree): -0.391
Energy (Eh): -396.52121

```
! wB97M-V def2-TZVPD RIJCOSX def2/J DEFGRID3
* xyz 0 1
H -0.798 2.025 -1.170
N -1.136 1.191 -0.723
C -0.338 0.355 -0.212
C -1.463 -0.743 0.332
O -1.440 -1.780 0.916
O 1.017 0.584 -0.260
C 1.906 -0.308 0.276
O 3.080 -0.110 0.231
H -2.234 -0.040 -0.112
H 1.405 -1.175 0.723
*
```